No. 1
Molecular formula: C50H69Cl2O12
Method: DFT, ωB97M-V with the def2-TZVPD basis set

Geometry as XYZ:
```
133
C50H69Cl2O12, DFT ωB97M-V with the def2-TZVPD basis set
Cl -2.946 -5.009 0.900
Cl 0.329 -0.232 -1.017
O -2.616 -5.851 4.977
O 2.445 5.054 8.904
O 2.564 1.328 4.789
O -3.159 1.793 1.369
O -0.309 0.733 5.874
O 5.629 -1.540 0.880
O -0.871 -1.590 -9.782
O -4.070 -4.443 6.368
O 7.736 1.761 0.929
O -6.290 -6.503 -2.049
O 0.103 4.892 -3.036
O -1.414 -0.391 -5.643
C -7.684 -7.813 -3.478
C 2.812 2.551 5.568
C 0.220 -1.253 -11.879
C 1.016 6.429 7.574
C 4.580 -2.126 1.141
C 0.250 1.463 -1.851
C 0.124 2.124 0.702
C -3.745 -1.488 2.189
C -4.574 -1.047 0.813
C -0.067 6.091 -3.248
C 4.125 2.875 2.227
C -0.201 -2.412 -5.260
C 1.554 5.901 8.878
C -3.127 -3.205 4.337
C -5.569 -6.615 -4.322
C 2.107 2.511 7.080
C -5.509 -4.138 -0.268
C 3.248 -1.575 0.706
C -0.026 -3.100 6.985
C 0.251 1.181 3.352
C 1.057 6.967 -3.731
C 8.604 1.013 0.482
C 2.573 2.328 2.267
C -4.814 -4.803 1.077
C -1.188 -1.547 -5.997
C -0.575 0.435 4.600
C -0.959 -1.196 -10.944
C -4.049 -2.935 2.969
C 1.697 2.556 0.861
C 9.920 1.551 -0.012
C -0.639 1.440 1.982
C -0.425 1.401 -3.343
C -2.596 -0.426 2.726
C -1.409 6.739 -3.035
C -3.290 -4.573 5.275
C 4.578 -3.421 1.908
C 8.391 -0.476 0.409
C -2.230 1.009 1.949
C -5.198 -4.003 2.458
C -0.608 2.412 -0.773
C -1.085 -2.513 6.228
C 0.960 6.451 10.147
C -6.495 -6.938 -3.181
C -1.889 -2.152 -7.184
C 5.229 1.860 2.889
C -1.687 -0.702 4.103
C -5.789 -0.183 0.800
C -2.248 -0.638 -11.485
C -1.977 -2.125 4.870
C 1.838 1.598 3.538
H 9.933 2.640 0.102
H 3.403 -0.637 0.163
H 5.230 1.964 4.074
H 8.450 -0.809 -0.630
H 9.142 -0.988 1.016
H 1.877 1.399 7.392
H 5.005 0.730 2.592
H 1.127 7.530 10.199
H -1.328 7.522 -2.277
H 0.803 7.396 -4.704
H 1.081 -1.678 -11.353
H -6.230 -3.268 0.101
H 6.293 2.225 2.508
H -0.706 -3.295 -4.859
H 4.014 -3.302 2.837
H 0.607 -2.709 -5.933
H -6.767 -0.582 0.248
H -0.579 3.545 -1.076
H 3.978 2.677 5.789
H -0.051 6.207 7.496
H -0.109 6.229 10.183
H -7.346 -8.787 -3.840
H -5.365 -4.844 3.289
H -1.709 1.960 -0.795
H -5.224 -5.920 1.179
H -5.792 0.910 1.275
H 2.383 3.457 4.960
H -0.016 -1.890 -12.736
H 1.249 7.761 -3.004
H 1.346 1.932 -1.856
H -4.657 -3.612 -0.882
H -5.137 -7.536 -4.722
H -8.263 -7.962 -2.561
H -2.100 0.397 -11.802
H 2.751 -2.286 0.041
H 5.608 -3.698 2.156
H -6.237 -3.426 2.400
H -2.470 -3.023 -6.869
H -6.044 -4.921 -0.963
H 4.405 3.102 1.089
H 4.140 -4.215 1.297
H -2.594 -1.248 -12.324
H 0.440 1.043 -4.084
H 0.920 -3.520 7.580
H 1.445 5.979 11.008
H 1.538 5.943 6.743
H -3.010 -0.659 -10.699
H 0.227 -1.845 -4.427
H 2.816 3.032 7.887
H 1.092 3.119 7.093
H -2.124 5.987 -2.686
H 10.739 1.128 0.577
H -6.114 -6.080 -5.104
H 0.477 -0.245 -12.214
H -8.323 -7.331 -4.222
H 2.214 3.076 -0.057
H -1.156 -2.437 -7.943
H 1.186 7.507 7.512
H -4.757 -5.975 -3.960
H -2.572 -1.413 -7.617
H -0.788 2.437 -3.752
H -1.774 7.157 -3.977
H 7.398 -0.720 0.800
H 4.195 3.938 2.765
H -1.252 0.548 -3.407
H 10.047 1.308 -1.070
H -4.168 -1.395 -0.250
H 1.965 6.365 -3.840
H 2.625 -1.374 1.582
```

Output
Total charge   -1
Kohn-Sham gap   5.5963 eV
HOMO level   -0.16420 Eh



No. 2
Molecular formula: C8H20LiNO6P2S3
Method: DFT, ωB97M-V with the def2-TZVPD basis set

Geometry as XYZ:
```
41
C8H20LiNO6P2S3, DFT ωB97M-V with the def2-TZVPD basis set
S -2.188 0.430 -1.125
S 0.523 -1.494 -1.748
S -1.410 -2.088 1.012
P 3.087 -0.084 1.085
P 2.184 2.371 -0.907
O 2.369 3.547 0.169
O 2.744 2.703 -2.247
O 0.798 1.804 -0.825
O 1.685 -0.591 0.920
O 4.216 -1.048 0.972
O 3.187 0.819 2.408
N 3.645 0.286 -1.456
C 0.671 -2.968 -0.717
C 4.755 1.871 0.027
C -3.420 -0.606 -0.312
C -0.558 -3.395 0.081
C -3.002 -2.008 0.134
C -1.839 -0.405 -2.690
C -1.021 -1.699 -2.665
C 3.428 1.167 -0.238
Li 0.274 0.303 0.113
H -4.317 -0.685 -0.931
H 5.036 2.488 -0.829
H -0.812 -1.989 -3.696
H -2.776 -0.583 -3.222
H 1.012 -3.820 -1.309
H 3.761 0.434 3.076
H -0.233 -4.151 0.796
H 1.777 4.295 0.047
H -3.784 -2.397 0.789
H -1.584 -2.512 -2.212
H 4.407 -0.367 -1.252
H 3.816 0.923 -2.249
H 2.798 -0.255 -1.664
H -3.697 -0.015 0.563
H -1.294 0.353 -3.256
H -1.295 -3.880 -0.559
H 1.470 -2.682 -0.033
H -2.954 -2.678 -0.722
H 4.649 2.518 0.893
H 5.535 1.136 0.236
```

Output
Kohn-Sham gap   9.1270 eV
HOMO level   -0.32536 Eh



No. 3
Molecular formula: C9H3BCeClF11O2Se
Method: DFT, ωB97M-V with the def2-TZVPD basis set

Geometry as XYZ:
```
29
C9H3BCeClF11O2Se, DFT ωB97M-V with the def2-TZVPD basis set
Ce 5.521 8.039 6.986
Se 4.937 9.866 9.176
Cl 4.777 3.315 4.815
F 4.743 8.170 4.671
F 3.821 5.222 11.401
F 4.035 6.721 8.938
F 7.362 9.389 10.864
F 5.841 5.530 13.184
F 7.900 7.341 12.634
F 3.097 9.806 4.210
F 4.636 9.993 5.986
F 2.911 8.506 6.110
F 8.239 8.277 8.670
F 8.146 10.228 7.736
O 6.509 5.815 7.150
O 4.438 6.023 6.211
C 5.404 8.299 10.129
C 4.794 6.092 11.136
C 6.485 8.350 11.063
C 7.783 8.968 7.559
C 5.271 3.808 6.513
C 6.783 7.281 11.934
C 5.836 6.279 12.084
C 4.685 7.056 10.146
C 5.435 5.340 6.678
B 3.752 9.104 5.160
H 4.396 3.420 7.140
H 6.223 3.395 6.734
H 8.375 8.593 6.698
```

Output
Kohn-Sham gap (alpha / beta)   6.1079 / 6.1096 eV
HOMO level (alpha / beta)   -0.33150 / -0.33149 Eh



No. 4
Molecular formula: C31H62IN2O7
Method: DFT, ωB97M-V with the def2-TZVPD basis set

Geometry as XYZ:
```
103
C31H62IN2O7, DFT ωB97M-V with the def2-TZVPD basis set
I -2.288 -1.940 1.929
O 5.638 0.505 -3.873
O 7.032 -2.464 -6.845
O -1.105 0.740 -4.693
O -2.047 0.811 3.205
O 2.860 -1.874 -0.247
O -3.410 4.892 -6.489
O -3.028 -1.590 7.196
N 1.106 -1.196 3.670
N -0.379 0.333 1.634
C 7.141 -1.270 -3.386
C -1.812 -1.279 9.216
C -4.732 6.308 -5.111
C 0.851 -0.459 1.305
C -5.166 -2.116 4.305
C -3.085 0.378 4.124
C 6.470 0.049 -3.114
C -4.522 5.294 -6.205
C 1.785 -0.401 2.620
C 8.895 -1.678 -8.095
C 2.517 -0.589 -0.802
C -1.167 -0.238 2.805
C -4.564 0.387 3.521
C 0.718 -3.557 4.635
C 6.867 0.783 -1.861
C -1.537 -3.363 7.731
C 0.655 2.111 -5.517
C -1.753 2.967 -5.222
C -7.086 -0.512 3.730
C -0.767 1.836 -5.105
C 1.654 0.354 0.159
C -5.579 -0.574 4.314
C 1.745 -0.693 -2.222
C -5.160 1.885 3.620
C -5.742 4.797 -6.933
C 7.535 -1.545 -7.463
C -0.040 -4.719 4.340
C 6.822 -0.229 -7.625
C -2.204 -2.035 7.974
C 1.116 -2.655 3.398
C -0.228 -0.669 4.030
H -5.441 4.074 -7.692
H -1.762 -4.049 8.551
H -6.420 4.307 -6.231
H -2.736 2.626 -4.891
H -7.689 -1.283 4.329
H 6.925 -1.972 -2.578
H -0.843 -1.346 4.702
H 0.781 -1.267 -1.998
H -0.545 -4.833 3.319
H -0.225 -5.537 5.096
H -1.015 0.454 0.817
H -7.084 -0.910 2.656
H 0.493 -2.993 2.509
H 0.883 0.946 -0.438
H -0.458 -3.223 7.639
H 6.757 -1.685 -4.321
H 1.253 1.208 -5.380
H 9.578 -0.942 -7.667
H -5.112 -2.577 3.259
H 1.074 2.907 -4.897
H 8.219 -1.126 -3.484
H 2.404 -1.191 -3.001
H -5.191 7.208 -5.522
H 6.653 -0.025 -8.684
H -7.568 0.507 3.837
H -3.767 6.574 -4.675
H 0.944 -3.335 5.723
H 2.772 -0.902 2.339
H -3.087 1.139 4.986
H 2.308 -2.547 -0.707
H -4.448 2.602 3.103
H -1.916 -3.792 6.802
H 7.933 1.019 -1.890
H -5.967 -2.716 4.866
H -5.365 5.884 -4.329
H 7.413 0.573 -7.176
H 8.819 -1.539 -9.175
H -5.352 2.144 4.715
H -2.917 -0.634 4.608
H 2.030 0.669 2.912
H 5.856 -0.276 -7.119
H 6.304 1.716 -1.794
H -4.174 -2.345 4.815
H 2.203 -2.926 3.136
H 0.688 2.397 -6.570
H 0.650 -1.508 0.936
H 2.346 1.137 0.634
H 9.289 -2.677 -7.897
H -0.047 0.292 4.640
H -5.639 -0.257 5.419
H -2.371 -0.343 9.260
H -1.826 3.289 -6.260
H -6.247 5.632 -7.425
H -4.531 0.090 2.425
H -6.153 1.951 3.049
H 6.639 0.172 -0.985
H 1.471 0.368 -2.555
H -1.440 3.800 -4.589
H -0.071 1.274 1.936
H -0.745 -1.050 9.190
H -2.050 -1.871 10.102
H 3.514 -0.066 -1.033
```

Output
Total charge   +1
Kohn-Sham gap   7.8653 eV
HOMO level   -0.39786 Eh



No. 5
Molecular formula: C3H5ClO
Method: DFT, ωB97M-V with the def2-TZVPD basis set

Geometry as XYZ:
```
10
C3H5ClO, DFT ωB97M-V with the def2-TZVPD basis set
Cl -1.446 0.683 -2.059
O 0.313 0.613 1.546
C -0.313 -0.082 0.522
C 0.592 -0.780 -0.418
C -0.134 0.513 -0.814
H 0.529 1.397 -0.669
H -1.303 -0.558 0.794
H 0.282 -1.650 -0.970
H -0.185 0.445 2.325
H 1.665 -0.580 -0.257
```

Output
Kohn-Sham gap   10.6318 eV
HOMO level   -0.35977 Eh



No. 6
Molecular formula: C6H15NO
Method: DFT, ωB97M-V with the def2-TZVPD basis set

Geometry as XYZ:
```
23
C6H15NO, DFT ωB97M-V with the def2-TZVPD basis set
O -4.552 1.254 2.324
N 1.344 -2.267 -0.305
C 2.501 1.572 -0.136
C 0.336 -1.144 -0.325
C 2.171 0.366 -0.994
C -0.268 1.241 -0.793
C 0.790 0.098 -0.634
C -1.073 -1.542 -0.010
H 3.282 1.505 0.633
H -1.560 -1.663 -0.937
H 2.764 2.380 -0.839
H -0.644 1.148 -1.796
H 1.790 1.855 0.652
H -1.677 -0.792 0.427
H 0.138 2.281 -0.467
H -1.204 1.093 -0.195
H 2.695 0.432 -1.934
H 2.763 -0.493 -0.501
H -1.112 -2.493 0.593
H 1.198 -2.792 0.548
H -5.376 1.130 2.728
H -4.092 1.603 3.047
H 1.298 -2.905 -1.062
```

Output
Kohn-Sham gap   9.1994 eV
HOMO level   -0.30701 Eh